Entry 1:
60
Properties=species:S:1:pos:R:3:forces:R:3:mulliken_charge:R:1 method="wB97M-V/def2-TZVPD" molar_mass_g_mol=421.517 smiles="COc1cc(OC)c(OC)cc1C[NH+]1CCN(C(=O)c2cccc3ccccc23)CC1" orbital_gap_ha=0.2978 total_energy_ev=-37559.465 homo_energy_ev=-10.700 charge=+1
C 3.554 1.635 -1.920 0.099 0.270 -0.137 -1.0178
O 3.120 0.600 -1.058 -0.152 -0.416 0.049 -0.3674
C 2.562 -0.516 -1.616 -0.072 -0.265 0.136 0.4523
C 2.238 -0.644 -2.956 0.031 0.055 -0.008 -0.5870
C 1.672 -1.805 -3.480 0.061 0.017 0.265 0.0344
O 1.426 -1.734 -4.798 0.136 0.234 0.344 -0.4679
C 0.904 -2.821 -5.540 -0.235 -0.414 -0.447 -0.7427
C 1.424 -2.896 -2.613 -0.058 -0.056 -0.053 1.1216
O 0.880 -4.029 -3.138 0.090 0.354 -0.181 -0.5049
C 0.685 -5.151 -2.310 -0.034 -0.183 0.098 -0.8997
C 1.750 -2.755 -1.274 0.060 0.085 -0.181 -0.2768
C 2.305 -1.587 -0.753 0.055 0.239 0.052 0.0061
C 2.677 -1.488 0.694 0.442 -0.144 -0.563 -1.6993
N 1.560 -0.961 1.558 0.255 -0.092 0.225 0.0139
C 1.122 0.398 1.158 -0.322 0.946 0.112 -0.5712
C 0.063 0.919 2.135 0.153 0.056 -0.212 -0.9454
N -1.044 0.002 2.180 0.060 -0.144 0.198 0.2775
C -2.238 0.181 1.505 0.294 -0.019 0.099 0.2587
O -2.956 -0.765 1.277 -0.276 -0.150 -0.165 -0.6094
C -2.547 1.579 1.103 -0.299 0.178 -0.417 0.4848
C -2.679 1.858 -0.236 0.131 -0.262 0.369 -0.4387
C -2.982 3.156 -0.669 -0.051 0.315 0.010 -0.9697
C -3.167 4.157 0.242 0.013 -0.131 -0.205 -0.7652
C -3.076 3.903 1.627 0.092 -0.281 0.110 0.8660
C -3.301 4.917 2.582 -0.020 0.036 0.205 -0.8318
C -3.237 4.646 3.919 -0.043 0.215 -0.189 -0.5881
C -2.951 3.345 4.362 0.085 -0.258 -0.026 -0.7899
C -2.718 2.341 3.464 -0.018 0.050 0.224 -0.6310
C -2.764 2.591 2.076 -0.047 0.214 -0.156 0.9854
C -0.659 -1.335 2.560 -0.176 -0.167 -0.140 -1.3906
C 0.394 -1.877 1.595 -0.780 -0.340 0.285 -0.4440
H 4.268 1.264 -2.658 -0.018 -0.007 0.012 0.3764
H 4.044 2.364 -1.277 -0.023 -0.015 -0.098 0.2611
H 2.710 2.109 -2.428 0.022 -0.023 0.001 0.3786
H 2.420 0.151 -3.659 0.028 0.121 -0.086 0.5436
H -0.089 -3.106 -5.191 0.095 0.043 -0.040 0.2692
H 0.841 -2.454 -6.563 0.004 -0.041 0.084 0.2977
H 1.567 -3.686 -5.503 -0.050 0.085 -0.009 0.2801
H 1.627 -5.501 -1.876 -0.020 0.023 0.003 0.3404
H 0.284 -5.923 -2.963 0.022 0.010 0.110 0.2728
H -0.037 -4.945 -1.514 0.029 0.011 -0.006 0.3313
H 1.593 -3.586 -0.605 -0.038 -0.143 0.052 0.5809
H 3.519 -0.801 0.798 -0.114 -0.047 0.188 0.5650
H 2.953 -2.468 1.087 -0.087 0.097 0.106 0.5851
H 1.923 -0.892 2.515 -0.006 -0.025 -0.142 0.4574
H 1.989 1.058 1.127 0.012 -0.177 0.010 0.5428
H 0.701 0.330 0.153 0.092 -0.085 0.058 0.3298
H -0.282 1.900 1.807 0.169 -0.074 0.045 0.5405
H 0.492 1.025 3.140 -0.008 0.066 -0.031 0.2085
H -2.545 1.069 -0.961 -0.014 -0.106 -0.050 0.5686
H -3.073 3.351 -1.727 -0.015 0.054 -0.087 0.4184
H -3.404 5.159 -0.084 -0.027 0.106 -0.052 0.4286
H -3.537 5.911 2.232 -0.025 0.114 -0.019 0.4055
H -3.418 5.424 4.644 -0.020 0.093 0.037 0.4069
H -2.923 3.141 5.422 -0.001 -0.048 0.086 0.4115
H -2.521 1.337 3.811 0.006 -0.051 0.086 0.4565
H -1.554 -1.960 2.515 0.239 -0.005 0.045 0.5882
H -0.275 -1.327 3.586 0.006 -0.026 -0.010 0.3010
H 0.725 -2.868 1.909 0.136 0.069 -0.055 0.4303
H -0.019 -1.938 0.586 0.130 0.040 0.065 0.4610

---

Entry 2:
62
Properties=species:S:1:pos:R:3:forces:R:3:mulliken_charge:R:1 method="wB97M-V/def2-TZVPD" molar_mass_g_mol=637.799 spin_multiplicity=2 orbital_gap_ha="0.2501 / 0.2559" total_energy_ev=-49957.857 homo_energy_ev="-13.909 / -14.047" relative_energy_kcal_mol=2.9 charge=+2
Re 0.428 -0.105 0.307 0.619 0.640 -0.078 0.6154
C 1.610 0.703 -2.440 -0.061 -0.078 -0.005 -1.0549
N 1.118 -0.479 -1.693 -0.161 -0.036 -0.085 -0.2647
C 2.250 -1.440 -1.543 -0.010 0.056 -0.075 -1.0362
C -0.006 -1.129 -2.428 0.203 0.070 -0.192 -0.9653
C -0.711 -2.052 -1.481 -0.020 0.061 -0.047 1.2968
C -1.497 -3.109 -1.912 0.014 0.090 -0.054 -0.9050
C -2.137 -3.911 -0.977 -0.008 -0.005 -0.106 -0.5906
C -1.996 -3.670 0.384 0.091 0.143 0.262 -1.0376
C -1.214 -2.611 0.824 -0.257 -0.380 -0.017 0.1192
C -0.585 -1.761 -0.100 0.206 -0.623 0.055 -0.0757
H 1.971 0.388 -3.422 0.004 0.044 -0.014 0.4235
H 2.430 1.156 -1.886 -0.001 0.014 -0.025 0.3082
H 0.801 1.423 -2.557 0.062 -0.030 -0.024 0.4184
H 2.643 -1.694 -2.529 0.017 -0.019 -0.002 0.3873
H 1.904 -2.348 -1.053 0.036 0.000 0.003 0.4473
H 3.036 -0.969 -0.954 -0.007 -0.045 -0.003 0.3820
H 0.363 -1.632 -3.327 -0.017 -0.057 0.066 0.6184
H -0.669 -0.325 -2.760 -0.021 -0.053 0.025 0.3377
H -1.600 -3.328 -2.967 0.006 0.028 -0.038 0.5409
H -2.733 -4.747 -1.315 -0.023 -0.024 -0.005 0.4348
H -2.480 -4.325 1.096 0.016 -0.001 0.042 0.5238
H -1.075 -2.464 1.889 0.027 -0.006 0.019 0.4037
C -4.751 1.569 1.428 0.189 -0.072 -0.048 -0.8392
N -3.776 0.477 1.134 -0.030 -0.159 -0.051 0.0250
C -2.773 0.322 2.235 -0.217 0.055 -0.145 -0.7278
C -3.114 0.582 -0.236 -0.273 -0.179 0.113 -1.0418
C -2.083 1.663 -0.306 0.076 0.406 -0.125 1.0266
C -2.509 2.958 -0.605 -0.076 -0.213 -0.009 -0.4462
C -1.636 4.035 -0.627 0.104 0.019 0.002 -0.9410
C -0.290 3.834 -0.362 -0.002 -0.026 0.033 -0.8388
C 0.174 2.551 -0.112 -0.115 0.119 -0.058 -0.8152
C -0.706 1.453 -0.095 -0.439 0.347 0.032 0.8368
H -5.205 1.364 2.393 -0.036 0.045 -0.010 0.3234
H -5.503 1.583 0.643 -0.035 0.060 0.033 0.3628
H -4.205 2.508 1.462 -0.060 0.026 0.025 0.4312
H -4.308 -0.394 1.102 -0.011 0.036 -0.006 0.3522
H -2.255 1.267 2.370 -0.040 -0.027 0.022 0.4853
H -2.071 -0.453 1.934 -0.119 0.073 0.101 -0.4076
H -3.297 0.043 3.144 0.047 0.042 0.004 0.6024
H -3.918 0.774 -0.948 0.003 -0.021 0.058 0.6422
H -2.723 -0.418 -0.417 0.176 0.099 -0.091 -0.0465
H -3.553 3.132 -0.839 -0.022 -0.020 0.010 0.5966
H -2.009 5.022 -0.856 0.008 0.036 -0.006 0.4365
H 0.399 4.666 -0.365 0.023 0.020 -0.002 0.4929
H 1.238 2.413 0.062 0.029 -0.012 0.015 0.4754
O -0.297 -1.886 3.989 -0.132 -0.068 0.009 -0.6925
S 0.004 -0.492 3.958 0.187 0.216 -0.010 1.0503
O -0.977 0.465 4.359 -0.018 -0.056 0.192 -0.6659
N 0.516 -0.086 2.416 0.222 -0.040 0.169 0.2338
C 1.814 0.215 2.399 -0.286 -0.163 -0.266 0.9774
O 2.244 0.409 1.197 0.211 -0.322 0.119 -0.7198
C 2.503 0.217 3.680 -0.095 0.011 -0.102 -0.3711
C 3.817 0.512 4.004 -0.036 -0.015 0.023 -0.4330
C 4.178 0.424 5.343 0.013 0.007 -0.021 -0.6565
C 3.255 0.051 6.315 -0.026 -0.014 0.031 -0.5821
C 1.932 -0.251 5.991 0.174 0.055 -0.074 -0.6902
C 1.590 -0.156 4.663 -0.070 -0.046 0.340 0.2960
H 4.534 0.801 3.249 -0.002 0.004 -0.039 0.5614
H 5.194 0.649 5.638 0.012 0.003 -0.005 0.4272
H 3.572 -0.008 7.347 0.000 -0.004 0.021 0.4388
H 1.223 -0.546 6.750 -0.044 -0.011 0.016 0.5134

---

Entry 3:
61
Properties=species:S:1:pos:R:3:forces:R:3:mulliken_charge:R:1 method="wB97M-V/def2-TZVPD" molar_mass_g_mol=435.524 smiles="CCO[C@H]1OC(C(=O)NCc2nc3ccccc3[nH]2)=C[C@@H](c2ccccc2)[C@@H]1CCCO" orbital_gap_ha=0.3293 total_energy_ev=-39056.892 homo_energy_ev=-8.378 relative_energy_kcal_mol=46.1
C -1.142 -2.612 -2.793 0.089 -0.029 0.448 -1.2121
C -0.366 -2.784 -1.490 0.109 0.010 -0.332 -0.0601
O -1.211 -2.900 -0.345 -0.042 0.029 0.084 -0.4450
C -1.267 -1.818 0.524 -0.632 0.015 0.031 -1.0332
O 0.068 -1.501 0.901 0.267 0.172 0.116 -0.4783
C 0.297 -0.260 1.432 -0.544 0.307 -0.056 0.2217
C 1.694 -0.060 1.909 0.015 -0.295 -0.013 -0.0980
O 2.107 1.029 2.278 0.074 0.224 0.130 -0.7823
N 2.440 -1.179 1.911 -0.033 -0.306 -0.063 0.0482
C 3.826 -1.185 2.342 0.012 0.287 0.092 -0.9922
C 4.725 -0.575 1.318 0.061 -0.025 0.040 0.6550
N 5.628 -1.206 0.626 -0.117 -0.579 0.319 -0.8329
C 6.196 -0.257 -0.187 -0.240 0.757 -0.012 0.6235
C 7.214 -0.367 -1.128 -0.070 0.042 0.052 -0.6605
C 7.581 0.774 -1.809 0.150 -0.098 -0.116 -0.4209
C 6.961 2.003 -1.573 -0.051 0.139 0.003 -0.4651
C 5.950 2.137 -0.644 -0.070 0.129 0.022 -0.8276
C 5.575 0.996 0.047 0.487 -0.409 -0.343 0.4195
N 4.643 0.755 1.020 -0.078 0.047 0.127 0.1010
C -0.623 0.697 1.548 0.183 -0.334 0.019 -0.8943
C -2.027 0.511 1.058 0.124 -0.150 -0.160 1.3066
C -2.599 1.792 0.508 -0.063 -0.018 0.117 -0.2256
C -3.858 2.233 0.893 0.057 -0.027 0.002 0.0758
C -4.393 3.393 0.361 -0.085 0.073 -0.018 -0.8524
C -3.672 4.129 -0.562 -0.069 0.077 -0.023 -0.4267
C -2.411 3.703 -0.944 0.041 0.027 -0.076 -0.8765
C -1.879 2.542 -0.414 -0.026 -0.027 0.026 -0.2404
C -2.022 -0.592 -0.018 0.054 -0.347 0.058 0.7295
C -3.427 -0.961 -0.508 0.134 0.003 0.137 -1.2213
C -4.357 -1.578 0.536 -0.185 0.133 -0.457 -0.4030
C -5.781 -1.682 -0.019 0.189 -0.404 0.384 -0.8682
O -6.322 -0.436 -0.384 -0.137 0.467 -0.047 -0.5058
H -1.910 -3.377 -2.867 -0.095 -0.072 -0.069 0.2855
H -1.612 -1.634 -2.855 -0.061 0.086 -0.034 0.2453
H -0.458 -2.721 -3.630 0.053 -0.004 -0.116 0.4290
H 0.343 -1.963 -1.354 -0.019 -0.121 -0.008 0.1787
H 0.198 -3.721 -1.529 0.005 0.167 0.013 0.4393
H -1.790 -2.208 1.412 0.136 0.137 -0.111 0.4465
H 2.047 -2.011 1.499 -0.026 0.065 0.047 0.2724
H 4.139 -2.211 2.529 -0.004 0.118 -0.019 0.3842
H 3.890 -0.600 3.266 0.017 -0.186 -0.057 0.2824
H 7.691 -1.317 -1.308 0.059 -0.116 -0.024 0.4199
H 8.369 0.722 -2.546 0.061 -0.011 -0.055 0.3705
H 7.284 2.869 -2.133 0.015 0.071 -0.034 0.3732
H 5.471 3.087 -0.460 -0.017 0.113 -0.012 0.3989
H 3.969 1.387 1.432 -0.008 -0.089 -0.017 0.1701
H -0.342 1.635 1.997 0.171 0.066 0.076 0.4998
H -2.645 0.188 1.906 -0.022 0.046 -0.078 0.4113
H -4.421 1.671 1.625 -0.035 -0.091 0.093 0.4951
H -5.375 3.723 0.668 -0.078 0.035 0.025 0.3996
H -4.089 5.033 -0.980 -0.030 0.078 -0.030 0.3856
H -1.840 4.277 -1.659 0.049 0.049 -0.056 0.3927
H -0.891 2.217 -0.709 0.126 -0.035 -0.037 0.4002
H -1.457 -0.211 -0.877 0.044 0.036 0.032 0.3621
H -3.334 -1.673 -1.328 -0.021 0.051 -0.082 0.4786
H -3.896 -0.056 -0.901 0.036 -0.076 -0.053 0.5338
H -4.382 -0.967 1.442 -0.019 -0.037 0.130 0.1651
H -4.016 -2.577 0.806 -0.003 -0.065 0.125 0.3642
H -5.784 -2.278 -0.935 0.009 -0.050 0.073 0.3981
H -6.427 -2.179 0.720 0.079 -0.020 -0.145 0.3406
H -6.282 0.155 0.376 -0.028 -0.032 -0.068 0.3189

---

Entry 4:
64
Properties=species:S:1:pos:R:3:forces:R:3:mulliken_charge:R:1 method="wB97M-V/def2-TZVPD" molar_mass_g_mol=495.605 smiles="O=C(NCCN1CCCC1)c1cc(-c2ccncc2)nc2ccc(S(=O)(=O)N3CCOCC3)cc12" orbital_gap_ha=0.3042 total_energy_ev=-52871.436 homo_energy_ev=-9.067 relative_energy_kcal_mol=58.0
O 0.176 3.074 -1.795 0.019 0.283 0.006 -0.6756
C 0.309 1.878 -1.623 -0.019 -0.253 -0.124 0.1313
N -0.612 0.964 -1.972 -0.131 -0.153 -0.091 -0.0278
C -1.911 1.308 -2.501 -0.109 0.144 -0.085 -0.8696
C -2.533 0.038 -3.087 0.112 0.165 0.088 -0.7114
N -2.349 -1.054 -2.142 0.176 0.038 -0.132 0.1861
C -3.328 -1.067 -1.060 -0.104 -0.077 0.300 -0.3335
C -4.544 -1.877 -1.564 -0.015 0.136 -0.010 -0.8904
C -3.989 -2.701 -2.736 0.108 0.007 -0.065 -0.5425
C -2.482 -2.382 -2.718 -0.024 -0.281 -0.088 -0.9661
C 1.573 1.293 -1.056 0.466 0.215 -0.016 0.6530
C 2.767 1.708 -1.590 -0.393 -0.141 0.151 -0.9053
C 3.981 1.174 -1.100 -0.473 -0.278 0.313 0.7450
C 5.279 1.574 -1.660 0.611 0.170 -0.228 0.5800
C 5.420 2.065 -2.957 0.014 -0.076 0.274 -0.5160
C 6.686 2.414 -3.398 -0.221 0.035 -0.170 -0.3897
N 7.775 2.308 -2.657 0.443 0.140 -0.230 -0.6294
C 7.645 1.835 -1.429 -0.097 -0.113 0.278 -0.3509
C 6.432 1.453 -0.883 -0.159 0.066 -0.179 -0.4457
N 4.011 0.303 -0.118 0.556 0.156 -0.212 -0.5862
C 2.865 -0.099 0.452 -0.681 0.019 0.014 -0.1976
C 2.952 -1.017 1.524 -0.253 -0.059 0.075 -0.7260
C 1.820 -1.447 2.158 0.262 -0.115 0.099 -0.4273
C 0.575 -0.961 1.745 -0.505 0.020 0.166 -0.3492
S -0.911 -1.507 2.580 0.057 0.496 -0.248 1.4593
O -0.536 -2.264 3.742 0.238 0.157 -0.015 -0.7361
O -1.783 -2.132 1.626 -0.080 0.084 -0.048 -0.7541
N -1.586 -0.018 2.963 0.414 -0.918 -0.436 0.0126
C -3.035 0.036 3.009 -0.542 -0.287 0.149 -0.3537
C -3.553 -0.470 4.357 -0.101 0.029 -0.284 -0.6141
O -2.973 0.253 5.420 -0.107 0.162 0.045 -0.4146
C -1.568 0.115 5.421 0.317 0.021 -0.035 -0.5438
C -0.965 0.622 4.107 0.155 0.115 0.585 -0.6284
C 0.442 -0.078 0.713 -0.061 -0.058 0.086 -0.5924
C 1.586 0.368 0.022 0.389 -0.141 0.034 0.4064
H -0.511 -0.023 -1.771 0.101 0.033 0.043 0.3770
H -2.541 1.718 -1.701 0.005 0.024 -0.107 0.2986
H -1.799 2.084 -3.263 -0.091 -0.057 0.081 0.4211
H -3.585 0.229 -3.340 0.021 0.007 -0.034 0.3451
H -2.000 -0.221 -4.006 -0.051 0.008 0.014 0.4783
H -2.867 -1.572 -0.207 -0.146 0.136 -0.066 -0.1816
H -3.596 -0.054 -0.764 0.050 0.053 0.066 0.4854
H -5.344 -1.215 -1.895 -0.047 -0.049 0.033 0.2891
H -4.936 -2.511 -0.772 -0.075 0.014 0.040 0.4270
H -4.170 -3.767 -2.618 -0.043 -0.051 -0.068 0.3961
H -4.430 -2.384 -3.681 -0.028 -0.046 -0.003 0.2483
H -1.966 -3.075 -2.049 0.000 -0.062 -0.099 0.3316
H -2.021 -2.435 -3.704 0.070 -0.001 0.046 0.4448
H 2.764 2.451 -2.372 -0.018 0.072 -0.053 0.5682
H 4.573 2.157 -3.619 -0.075 0.026 -0.073 0.3646
H 6.839 2.798 -4.398 -0.090 0.013 -0.095 0.3813
H 8.562 1.760 -0.859 0.011 -0.038 0.129 0.3668
H 6.357 1.071 0.122 0.040 -0.032 0.081 0.4074
H 3.933 -1.353 1.819 0.089 -0.040 0.029 0.5005
H 1.847 -2.145 2.979 0.113 -0.074 0.091 0.6059
H -3.408 -0.584 2.194 -0.191 0.133 0.018 0.1551
H -3.336 1.077 2.855 0.041 -0.075 -0.019 0.3647
H -4.631 -0.325 4.442 0.048 -0.088 -0.067 0.4020
H -3.313 -1.540 4.452 -0.089 0.053 0.024 0.3306
H -1.205 0.703 6.266 0.062 -0.058 -0.069 0.3801
H -1.292 -0.940 5.555 -0.034 0.164 0.069 0.3314
H 0.104 0.406 4.071 0.076 0.198 0.132 0.3556
H -1.122 1.701 4.011 0.074 -0.078 -0.012 0.4010
H -0.543 0.281 0.459 -0.086 0.104 -0.098 0.7276